[1]
{"formula": "C23H49BClN4O6S2", "method": "wB97M-V/def2-TZVPD", "species": ["C", "N", "C", "B", "C", "C", "C", "C", "C", "O", "C", "C", "O", "O", "C", "C", "C", "C", "S", "C", "C", "C", "C", "Cl", "C", "C", "N", "N", "N", "O", "H", "H", "H", "H", "H", "H", "H", "H", "H", "H", "H", "H", "H", "H", "H", "H", "H", "H", "H", "H", "H", "H", "H", "H", "H", "H", "H", "H", "H", "H", "H", "H", "H", "H", "H", "H", "H", "H", "H", "H", "H", "C", "C", "C", "S", "O", "O", "C", "H", "H", "H", "H", "H", "H", "H", "H"], "coordinates": [[-0.658479, -0.873699, 5.339972], [0.182465, -1.343188, 4.207980], [0.299467, -0.281680, 3.129542], [0.469394, -0.957295, 1.631643], [1.488960, -2.238425, 1.710273], [2.983646, -1.806797, 2.182299], [3.975679, -1.519865, 0.962385], [4.985114, -2.730849, 0.625764], [6.464701, -2.160662, 0.322332], [6.467968, -1.244789, -0.824799], [7.490881, -0.266983, -0.652926], [7.153151, 1.183355, -0.039954], [8.678843, -0.461580, -0.972997], [-0.929581, -1.143179, 1.196079], [-1.213001, -0.375107, -0.018368], [-1.562825, -1.538448, -1.045215], [-2.122133, -1.036905, -2.481214], [-3.562609, -1.727343, -2.770803], [-4.006079, -1.543621, -4.594745], [0.115370, 0.575008, -0.275727], [-0.343268, 1.901212, 0.499377], [0.720712, 3.069638, 0.657358], [0.408285, 4.339423, -0.314314], [2.478780, 2.651374, 0.425927], [0.477499, 1.005387, -1.755481], [1.346326, -0.002370, -2.630950], [2.760113, 0.539910, -2.681834], [0.906190, -0.078468, -4.086552], [1.441908, -1.395481, -2.152190], [1.035073, -0.163645, 0.525819], [-1.572438, -0.259167, 5.039969], [0.001714, -0.197908, 5.994408], [-1.065192, -1.772271, 5.935511], [-0.371305, -2.108009, 3.775667], [1.133035, 0.460187, 3.365565], [-0.729843, 0.246084, 3.132739], [1.172808, -3.059500, 2.446462], [1.633063, -2.774533, 0.700970], [2.971223, -0.848588, 2.817918], [3.430402, -2.608225, 2.880840], [3.473714, -1.174842, 0.006705], [4.650783, -0.644931, 1.296431], [5.035320, -3.522993, 1.437393], [4.629021, -3.204112, -0.356146], [6.906437, -1.604880, 1.221716], [7.108783, -3.061357, 0.028109], [6.138769, 1.118609, 0.491978], [7.071657, 1.970430, -0.872495], [7.951765, 1.548269, 0.676340], [-2.180037, 0.172407, 0.323749], [-2.449932, -2.112144, -0.579293], [-0.743940, -2.336715, -1.147778], [-1.369973, -1.223606, -3.309414], [-2.368353, 0.076698, -2.334855], [-3.616296, -2.802739, -2.417115], [-4.333316, -1.069452, -2.230188], [-2.797454, -1.285403, -5.243068], [-0.784535, 1.696604, 1.540584], [-1.229943, 2.330976, -0.102794], [0.613720, 3.490207, 1.721726], [0.510651, 5.331660, 0.232976], [-0.603308, 4.257473, -0.825214], [1.191323, 4.263210, -1.153859], [-0.520403, 1.154704, -2.312582], [0.993841, 2.030281, -1.841703], [2.726127, 1.495804, -3.064557], [3.206211, -0.024666, -3.429936], [1.481315, 0.576171, -4.631630], [-0.059380, 0.260101, -4.194078], [1.302966, -2.081609, -2.909481], [2.417134, -1.534439, -1.838750], [-7.623993, 0.610401, 0.723521], [-7.641465, 1.957856, -0.001681], [-6.228864, 2.540731, 0.078870], [-5.116370, 1.142769, 0.195964], [-4.476349, 1.171317, 1.488545], [-4.366870, 1.026980, -1.033891], [-6.382815, -0.114454, 0.219238], [-8.530983, 0.034219, 0.530174], [-7.549989, 0.773069, 1.803447], [-7.917096, 1.803471, -1.049780], [-8.374746, 2.641080, 0.432368], [-5.983161, 3.124441, -0.808426], [-6.098308, 3.151237, 0.973603], [-6.075613, -0.938949, 0.861720], [-6.522061, -0.466882, -0.805176]], "atomic_forces_ev_per_a": [[0.24, 0.10, 0.65], [-1.36, 0.36, -0.29], [-0.41, 0.74, 0.82], [0.02, -0.17, -0.11], [1.43, -1.66, 0.44], [-0.23, 0.26, -0.07], [1.13, 0.06, 0.80], [0.11, 1.31, -1.20], [-0.38, -1.42, 0.53], [1.39, 1.58, 1.08], [2.67, 0.56, -0.44], [-1.40, -0.56, -0.14], [-3.73, -0.09, 0.72], [-0.40, 0.46, -1.55], [-0.54, -2.06, 0.93], [-1.18, -0.28, -0.68], [-0.76, -0.08, 1.28], [1.03, 1.23, 0.07], [0.53, -0.06, 0.13], [-1.79, -0.53, 2.95], [-0.39, 0.66, -0.29], [-1.56, 1.80, 0.44], [0.82, -0.85, -0.59], [-0.66, -0.01, 0.30], [-0.45, -0.41, -0.81], [1.15, 0.22, -0.97], [-0.68, -0.48, -0.68], [-0.61, 0.88, 0.43], [0.72, 0.05, -0.21], [0.84, 2.22, -1.94], [0.98, -0.59, 0.10], [-1.09, -1.00, -0.63], [0.84, 1.30, -0.65], [0.67, 0.62, 0.19], [-1.00, -0.77, 0.13], [1.55, -0.18, -0.08], [0.21, 1.05, -0.94], [-0.38, 0.76, 1.20], [-0.29, -1.39, -0.92], [-0.47, 1.06, -1.14], [0.31, -0.39, 1.41], [-0.93, -1.13, -0.57], [0.02, 1.04, -0.94], [0.58, 0.31, 1.43], [-0.68, -0.94, -1.06], [-0.52, 1.36, 0.58], [1.46, 0.27, -0.76], [0.08, -1.40, 1.05], [-0.84, -0.84, -0.95], [1.59, -0.35, -1.42], [1.30, 0.94, -0.37], [-0.94, 1.63, 0.21], [-1.05, 0.26, 0.92], [0.54, -1.55, -0.68], [0.12, 1.28, -0.67], [1.09, -1.23, -0.74], [-0.85, -0.34, 1.08], [0.90, -0.21, -1.63], [1.29, -0.50, 0.81], [0.48, -0.88, -1.52], [-0.08, -1.30, -0.75], [1.11, 0.13, 0.91], [-1.17, 0.51, 1.18], [1.34, -0.27, 0.99], [-0.67, -1.57, 0.54], [-0.01, -0.39, 0.42], [-0.08, 0.38, 0.68], [-0.37, -0.36, 0.39], [0.46, -0.27, 0.10], [-0.06, 0.94, 0.26], [-0.93, 0.11, 0.23], [-0.08, 0.03, 0.11], [-0.20, 0.03, -0.09], [-0.40, 0.48, -0.08], [0.31, -0.22, -0.03], [-0.03, 0.07, -0.39], [0.00, 0.14, 0.36], [-0.39, -0.31, 0.07], [0.07, 0.03, 0.03], [0.01, -0.06, -0.07], [0.03, 0.00, 0.08], [0.07, -0.04, -0.05], [0.18, -0.08, 0.13], [0.12, -0.13, -0.05], [0.19, 0.10, -0.08], [0.08, 0.04, 0.05]], "lowdin_charge": [-0.20, -0.14, -0.14, -0.90, -0.09, -0.19, -0.19, -0.16, -0.19, -0.09, -0.42, 0.00, 0.05, -0.04, -0.20, -0.12, -0.25, -0.53, 0.58, -0.34, -0.13, -0.65, -0.15, 0.57, -0.03, -0.57, 0.05, 0.04, 0.09, -0.02, 0.06, 0.08, 0.07, 0.09, 0.10, 0.09, 0.08, 0.10, 0.10, 0.10, 0.09, 0.10, 0.11, 0.11, 0.13, 0.12, 0.08, 0.09, 0.08, 0.14, 0.11, 0.12, 0.07, 0.09, 0.07, 0.04, -0.15, 0.12, 0.12, 0.10, 0.07, 0.07, 0.05, 0.11, 0.09, 0.06, 0.07, 0.06, 0.05, 0.08, 0.07, -0.23, -0.22, -0.22, 0.66, -0.30, -0.33, -0.23, 0.11, 0.12, 0.12, 0.11, 0.10, 0.11, 0.11, 0.11], "lumo_ev": 1.90, "total_charge": -1}

[2]
{"formula": "C23H49BiN19O4S", "method": "wB97M-V/def2-TZVPD", "species": ["Bi", "C", "N", "C", "C", "N", "C", "C", "N", "C", "C", "N", "C", "N", "C", "C", "N", "C", "C", "C", "C", "N", "C", "N", "C", "C", "N", "C", "C", "N", "C", "C", "H", "H", "H", "H", "H", "H", "H", "H", "H", "H", "H", "H", "H", "H", "H", "H", "H", "H", "H", "H", "H", "H", "H", "H", "H", "H", "H", "H", "H", "H", "H", "H", "H", "H", "H", "H", "H", "H", "H", "H", "H", "H", "H", "H", "H", "H", "H", "H", "O", "S", "O", "O", "O", "N", "C", "N", "N", "N", "N", "C", "N", "N", "N", "N", "H"], "coordinates": [[-0.919638, 0.764255, 0.045133], [0.559591, 0.287250, -5.740599], [1.129604, 0.268540, -4.413078], [2.484317, -0.214276, -4.344703], [0.455800, 0.910400, -3.363366], [0.326121, 0.380085, -2.190646], [0.773671, -1.018070, -2.028899], [2.003814, -1.231602, -1.099856], [1.856688, -1.062498, 0.345157], [1.628696, -2.332080, 1.066984], [0.462544, -3.239127, 0.670175], [-0.826715, -2.829684, 1.179399], [-1.731180, -3.749829, 1.118532], [-2.944466, -3.670733, 1.735368], [-4.117049, -4.223394, 1.061612], [-3.249183, -2.460069, 2.464991], [-1.417006, -5.008807, 0.550310], [-1.729666, -6.210653, 1.285741], [-1.449512, -5.112962, -0.891663], [3.012528, -0.407480, 0.965662], [3.117593, 1.108553, 0.788226], [2.527078, 1.738589, 1.935926], [3.038645, 2.760043, 2.498313], [2.597393, 3.150342, 3.758367], [1.711314, 2.261280, 4.491123], [2.304115, 4.552947, 3.987316], [4.158132, 3.457378, 2.022449], [5.099732, 4.057547, 2.936294], [4.159939, 4.024027, 0.692108], [-0.073438, 2.106146, -3.766479], [-1.327505, 2.666076, -3.310173], [0.826345, 3.059816, -4.388335], [0.552490, -0.731069, -6.144843], [1.133268, 0.916123, -6.435498], [-0.464561, 0.645525, -5.692061], [3.095496, 0.273029, -5.116730], [2.536691, -1.295098, -4.529272], [2.919146, 0.004704, -3.371865], [1.038048, -1.417737, -3.012413], [-0.085601, -1.577812, -1.659675], [2.753909, -0.513120, -1.437234], [2.405637, -2.242035, -1.287146], [1.491312, -2.078721, 2.120254], [2.540504, -2.951360, 0.962113], [0.677642, -4.241043, 1.065285], [0.451126, -3.335394, -0.419809], [-3.842839, -5.034755, 0.392436], [-4.596947, -3.439337, 0.474048], [-4.808188, -4.603230, 1.818292], [-2.382972, -2.162254, 3.041632], [-4.084802, -2.661951, 3.136229], [-3.537067, -1.649166, 1.790408], [-1.898327, -5.953281, 2.328944], [-0.873363, -6.893065, 1.228361], [-2.608783, -6.745415, 0.899842], [-1.436302, -4.111537, -1.319201], [-2.362646, -5.613390, -1.244018], [-0.587877, -5.689634, -1.247764], [3.945691, -0.884805, 0.616814], [2.946708, -0.571777, 2.041253], [2.581039, 1.418280, -0.113966], [4.178190, 1.381672, 0.674390], [1.769035, 1.264456, 4.068462], [0.674552, 2.597617, 4.434432], [1.998129, 2.244661, 5.546822], [2.767494, 5.179055, 3.229181], [2.660628, 4.858275, 4.976406], [1.223272, 4.733543, 3.953241], [5.053570, 3.543603, 3.894128], [4.928306, 5.130711, 3.099872], [6.108919, 3.945943, 2.524904], [3.375858, 3.576137, 0.095532], [5.127884, 3.847433, 0.211975], [3.973857, 5.104955, 0.717387], [-2.052850, 1.868656, -3.205882], [-1.670806, 3.363697, -4.077801], [-1.257902, 3.202821, -2.366997], [1.740628, 2.565759, -4.712200], [1.091174, 3.841158, -3.670482], [0.347355, 3.521565, -5.256787], [-4.615806, -0.202676, -1.134113], [-3.286928, 0.066702, -1.638005], [-3.279197, 0.325299, -3.064160], [-2.308460, -0.983112, -1.259057], [-2.738318, 1.352119, -0.880545], [-1.739710, 4.189204, 0.985981], [-0.709873, 4.050359, 0.096460], [-0.092094, 5.075540, -0.468064], [0.834933, 4.515865, -1.256091], [0.802665, 3.239211, -1.167831], [-0.180836, 2.885904, -0.314667], [-1.969121, 3.262645, 1.974205], [-2.494193, 3.563085, 3.150420], [-2.444605, 2.413504, 3.842547], [-1.923713, 1.481293, 3.139593], [-1.611410, 1.971100, 1.918247], [-2.025212, 5.133426, 1.185224]], "atomic_forces_ev_per_a": [[0.32, -0.62, -0.16], [0.03, -0.06, -0.01], [0.08, 0.14, -0.06], [0.01, 0.01, -0.01], [0.04, 0.14, -0.46], [0.33, -0.29, 0.38], [-0.13, 0.00, 0.28], [0.03, 0.27, -0.24], [-0.87, 0.12, 0.27], [-0.17, 0.04, -0.06], [0.41, 0.27, -0.05], [-0.86, 0.02, -0.28], [1.26, -0.01, 0.15], [-0.39, 0.09, -0.01], [0.27, 0.07, 0.12], [-0.05, 0.10, 0.10], [-0.64, -0.09, -0.12], [0.19, 0.00, -0.09], [0.16, -0.04, 0.12], [0.13, -0.12, -0.19], [0.14, -0.10, 0.04], [-0.66, 0.30, -0.08], [0.29, -0.33, 0.09], [-0.09, 0.02, -0.02], [0.06, 0.02, 0.03], [-0.01, 0.03, 0.07], [-0.17, 0.16, 0.10], [0.10, -0.07, -0.01], [-0.03, -0.03, 0.04], [0.16, -0.08, 0.11], [-0.09, -0.08, 0.17], [0.04, 0.03, -0.06], [0.00, 0.01, -0.01], [-0.02, 0.05, 0.05], [0.01, 0.00, -0.04], [0.00, 0.06, 0.07], [0.07, 0.01, 0.07], [0.01, -0.02, -0.08], [-0.18, -0.23, 0.33], [-0.05, -0.10, 0.05], [0.13, -0.07, 0.09], [0.00, 0.06, -0.21], [0.13, -0.04, 0.00], [0.01, 0.04, 0.11], [0.28, 0.09, -0.16], [0.02, -0.08, -0.06], [-0.01, 0.02, 0.06], [-0.18, 0.02, -0.07], [-0.06, 0.04, -0.12], [0.09, 0.15, 0.06], [-0.01, 0.01, 0.03], [0.06, 0.10, -0.02], [-0.04, -0.08, 0.01], [-0.08, -0.07, 0.02], [-0.05, 0.03, 0.03], [0.07, -0.03, -0.12], [-0.01, -0.01, 0.01], [-0.03, 0.08, -0.12], [-0.02, -0.06, -0.02], [0.05, -0.10, -0.05], [0.06, 0.03, -0.16], [-0.07, -0.02, -0.08], [0.01, -0.02, 0.06], [-0.13, -0.05, -0.11], [0.02, 0.01, -0.01], [0.04, 0.00, 0.02], [0.01, 0.06, -0.05], [0.01, -0.02, -0.04], [0.03, 0.07, 0.00], [0.00, -0.03, 0.00], [-0.02, 0.01, 0.03], [-0.10, -0.05, -0.16], [-0.05, 0.03, -0.06], [0.03, 0.04, 0.01], [-0.09, 0.04, -0.05], [-0.01, -0.04, -0.01], [0.03, 0.12, -0.08], [0.00, 0.02, -0.01], [-0.01, 0.01, -0.06], [0.00, -0.01, -0.01], [0.27, 0.09, 0.32], [-1.54, -0.46, -0.39], [0.34, 0.18, -0.04], [0.54, 0.06, 0.45], [0.37, -0.18, 0.02], [-0.19, -0.07, -0.23], [0.24, 0.14, -0.10], [-0.42, 0.00, 0.20], [0.28, -0.10, -0.04], [0.56, -0.32, -0.17], [-0.22, 0.51, 0.31], [0.02, -0.27, 0.66], [0.14, 0.32, -0.38], [-0.04, -0.11, 0.13], [-0.02, -0.72, -0.03], [-0.20, 0.89, -0.03], [0.06, -0.02, 0.05]], "lowdin_charge": [1.88, -0.06, -0.20, -0.08, -0.37, 0.01, -0.22, -0.19, -0.19, -0.19, -0.23, 0.12, -0.41, -0.16, -0.04, -0.06, -0.22, -0.08, -0.07, -0.20, -0.23, 0.09, -0.39, -0.17, -0.06, -0.07, -0.18, -0.09, -0.07, -0.15, -0.05, -0.06, 0.09, 0.08, 0.10, 0.09, 0.09, 0.08, 0.10, 0.07, 0.09, 0.12, 0.12, 0.12, 0.12, 0.09, 0.06, 0.10, 0.09, 0.08, 0.08, 0.09, 0.09, 0.08, 0.07, 0.09, 0.08, 0.09, 0.12, 0.11, 0.09, 0.11, 0.07, 0.07, 0.08, 0.07, 0.09, 0.09, 0.09, 0.08, 0.08, 0.06, 0.09, 0.09, 0.04, 0.09, 0.05, 0.08, 0.06, 0.09, -0.34, 0.25, -0.35, -0.50, -0.56, 0.15, -0.47, 0.05, -0.07, -0.07, -0.15, -0.49, 0.02, -0.10, -0.09, -0.17, 0.14], "lumo_ev": 2.37, "total_charge": -1}

no.,frontier orbital gap (eV)
1,5.971
2,8.158